Molecular formula: C25H33BrN7ORh
Method: DFT, wB97M-V/def2-TZVPD

Results
* orbital gap: 6.2 eV
* strongest force on any atom: 1.7 eV/A
* E_LUMO: -0.220 hartree
* E_HOMO: -12.2 eV
* total charge: +2

Structure (XYZ):
```
68
C25H33BrN7ORh wB97M-V/def2-TZVPD
Rh -0.634 -1.477 1.091
C -0.677 -4.590 2.093
C -0.390 -3.736 3.309
N -0.440 -2.277 3.015
C -1.355 -1.545 3.912
C -1.295 -0.068 3.559
N -1.468 0.136 2.088
C -2.861 0.455 1.664
C -3.864 -0.664 1.927
C -3.762 -1.937 1.059
N -2.504 -2.022 0.275
C -2.363 -3.299 -0.480
C -0.939 -3.415 -0.998
N 0.048 -3.173 0.099
C 0.313 -4.378 0.949
H -1.702 -4.423 1.779
H -0.624 -5.638 2.394
H 0.607 -3.964 3.691
H -1.097 -3.962 4.108
H 0.497 -1.896 3.149
H -1.066 -1.678 4.958
H -2.345 -1.977 3.790
H -0.312 0.326 3.819
H -2.038 0.495 4.127
H -0.875 0.920 1.809
H -2.818 0.737 0.610
H -3.192 1.338 2.215
H -4.858 -0.238 1.793
H -3.818 -0.928 2.980
H -4.594 -1.969 0.353
H -3.836 -2.834 1.674
H -2.603 -1.302 -0.441
H -3.073 -3.335 -1.309
H -2.615 -4.119 0.182
H -0.753 -2.665 -1.765
H -0.782 -4.396 -1.450
H 0.936 -2.923 -0.330
H 1.319 -4.258 1.355
H 0.332 -5.258 0.304
Br 4.685 8.037 -6.018
C 3.999 6.678 -4.913
C 2.658 6.704 -4.554
C 2.163 5.698 -3.745
C 3.005 4.688 -3.292
C 4.352 4.667 -3.660
C 4.847 5.663 -4.474
N 2.400 3.710 -2.463
N 3.195 2.923 -1.918
C 2.583 1.940 -1.100
C 3.391 1.430 -0.105
C 2.919 0.490 0.817
C 1.634 0.024 0.720
O 1.173 -0.887 1.579
C 0.788 0.501 -0.302
N -0.504 0.004 -0.351
C -1.292 0.400 -1.326
C -0.898 1.293 -2.325
C 0.366 1.822 -2.283
C 1.249 1.453 -1.241
H 2.016 7.498 -4.905
H 1.123 5.689 -3.447
H 4.994 3.872 -3.311
H 5.885 5.662 -4.774
H 4.408 1.792 -0.043
H 3.561 0.113 1.601
H -2.301 -0.001 -1.380
H -1.595 1.553 -3.108
H 0.695 2.523 -3.036
```

Results of the natural (NBO) charge analysis, in e, for atoms 1 through 2: number 1, Rh, carries 1.027; number 2, C, carries -0.433

=====

Molecular formula: C5H24N2O5
Method: DFT, wB97M-V/def2-TZVPD

Results
* orbital gap: 8.4 eV
* strongest force on any atom: 2.5 eV/A
* E_LUMO: 0.004 hartree
* energy above the lowest of the compared OMol25 structures with the same formula, charge and spin: 57.5 kcal per mole
* E_HOMO: -8.3 eV
* total charge: 0

Structure (XYZ):
```
36
C5H24N2O5 wB97M-V/def2-TZVPD
N 0.825 0.739 -1.720
C 0.963 1.545 -0.447
C 0.291 0.898 0.756
N 1.300 0.530 1.772
C 0.745 -0.156 2.929
C -0.022 -1.431 2.599
C 2.140 1.659 2.225
H 1.518 0.016 -1.650
H -0.115 0.376 -1.790
H 2.010 1.396 -0.191
H 0.832 2.567 -0.773
H -0.470 1.547 1.219
H -0.104 -0.059 0.416
H 0.033 0.485 3.482
H 1.613 -0.462 3.518
H 0.513 -2.224 2.069
H -0.839 -1.126 1.935
H -0.439 -1.960 3.446
H 2.040 1.788 3.297
H 3.169 1.362 2.002
H 1.883 2.617 1.767
H 0.758 -2.224 -2.195
H 0.504 -2.731 -0.937
O 1.266 -2.355 -1.367
H -2.426 1.577 -0.727
H -2.986 3.046 -0.733
O -2.625 2.355 -0.188
H -2.914 -3.248 -1.166
H -2.748 -1.776 -0.957
O -2.862 -2.444 -1.659
H 2.294 0.777 -3.738
H 3.451 -0.201 -3.197
O 2.782 -0.045 -3.850
H -3.460 0.231 0.099
H -4.294 -0.954 -0.073
O -3.479 -0.699 0.364
```

Results of the natural (NBO) charge analysis, in e, for atoms 1 through 2: number 1, N, carries -0.857; number 2, C, carries -0.253